1.
80
Properties=species:S:1:pos:R:3:forces:R:3 method="wB97M-V/def2-TZVPD" s2=2.03 total_charge=+4 e_homo_ev="-16.65 / -16.65" relative_energy_ev=0.000 spin_multiplicity=3
H 1.985 -0.954 0.573 1.2 -0.5 0.4
H -0.351 4.767 2.671 -0.2 -0.3 0.0
H 0.308 2.902 1.355 -0.2 0.0 0.5
C -0.893 -3.229 1.401 0.8 0.2 0.7
H 6.858 -4.736 -4.551 0.3 0.1 0.3
C 9.728 -4.495 -2.005 -0.9 0.2 -0.2
C 2.821 -0.083 -2.669 0.8 -0.1 -1.4
S 0.213 0.092 1.640 0.1 -0.3 1.2
H -3.220 -3.407 -4.195 -0.1 0.2 -0.1
C 7.417 -4.035 -2.555 0.0 0.0 0.2
C -0.902 -3.715 -1.478 0.2 0.1 -0.9
H -1.807 4.348 4.699 0.0 -0.1 -0.2
P -1.141 -2.419 -0.231 -1.6 -1.7 0.6
H -0.306 2.137 -5.924 -0.2 0.1 0.1
H 10.578 -4.457 -1.325 -0.2 0.0 -0.2
H -2.851 -3.950 2.076 0.3 0.0 0.0
C -1.246 2.037 -5.368 0.0 0.4 -0.3
H -1.879 -4.038 -1.879 0.4 0.2 0.2
H -2.030 0.959 -3.645 0.1 0.0 -0.2
N 9.921 -5.079 -3.188 0.2 0.0 0.0
N -0.256 2.723 2.196 -0.3 0.0 0.6
H 2.666 0.725 -3.406 0.0 -0.5 0.5
H 0.201 -5.450 -2.035 -0.1 0.0 0.2
H -3.107 -1.487 0.836 0.3 -0.1 -0.2
C 7.652 -4.644 -3.806 0.1 0.0 -0.1
H 1.000 -2.760 -6.350 0.1 0.2 0.0
H -2.062 -5.038 0.928 0.1 0.1 0.2
Br 0.494 1.930 -1.280 -1.0 -0.1 0.4
C -1.872 2.207 4.371 0.0 0.5 0.0
H -2.052 -1.324 -3.024 0.2 0.0 -0.3
H 0.963 -1.165 -7.115 0.2 -0.1 0.1
H -5.026 -2.570 -0.323 0.5 0.1 0.0
H -0.285 1.221 -3.570 0.0 -0.4 -0.5
C 0.859 -1.087 -4.953 0.2 0.2 -0.8
H -1.534 3.016 -4.974 0.1 -0.2 -0.1
C -2.994 -2.440 -4.657 -0.5 -0.2 -0.2
H 1.414 -0.164 -4.761 -0.3 0.0 -0.2
H 3.316 -3.104 -0.044 0.3 0.3 -0.5
H -1.625 0.111 3.789 0.0 0.4 0.2
C 2.272 -0.065 -1.428 -2.3 -3.2 3.2
H -0.929 -2.425 2.151 0.0 -0.2 -0.2
H -2.536 2.001 5.215 0.3 0.1 -0.2
H -2.780 -2.617 -5.719 -0.2 -0.1 0.3
H 8.364 -3.499 -0.645 0.0 -0.2 -0.5
C -1.880 -4.348 1.759 -0.4 -0.2 -0.1
H -1.492 -4.949 2.593 0.1 0.3 -0.2
H -2.016 1.708 -6.076 0.1 0.3 0.1
W 0.464 -0.496 -0.488 -1.3 5.0 -0.9
H 3.988 -1.361 -3.989 -0.1 0.1 0.5
C 3.822 -2.213 -2.003 1.7 -1.0 0.4
H -0.517 -5.609 -0.433 0.2 0.2 -0.1
H -3.945 -3.456 -1.401 0.0 0.1 0.2
H 2.439 -1.721 -6.307 -0.2 0.0 0.0
C -0.028 -4.905 -1.112 0.2 -0.4 0.1
H 0.136 -3.615 1.437 -0.1 0.1 -0.1
C 3.550 -1.238 -2.991 0.0 1.1 0.1
C 1.346 -1.726 -6.255 0.1 -0.2 -0.4
C 6.102 -3.494 -2.259 0.3 0.1 -0.3
C 3.131 -2.320 -0.790 -0.3 1.1 1.4
C -4.018 -3.005 -0.403 0.0 -0.6 -0.1
H 1.037 -1.756 -4.101 -0.4 0.1 -0.1
H 9.146 -5.625 -5.033 0.0 0.1 0.2
C -1.487 3.520 4.069 -0.2 -0.1 0.2
H 0.933 -4.591 -0.686 -0.2 -0.1 0.0
H -3.881 -1.798 -4.586 0.2 -0.2 -0.1
C 8.483 -3.954 -1.634 0.1 -0.2 0.1
H -3.980 -3.812 0.337 0.0 0.2 -0.3
H -1.038 -2.587 -3.803 -0.2 0.2 -0.1
C -1.784 -1.806 -3.979 0.0 -0.6 -0.5
C -2.942 -1.936 -0.157 -0.1 1.0 -0.2
C -1.391 1.158 3.594 0.5 -0.6 -0.6
C -0.557 1.427 2.521 -0.4 1.5 -0.4
C -0.691 3.774 2.970 0.4 -0.9 -0.6
C 2.370 -1.177 -0.460 2.2 -0.9 -2.7
C -1.116 0.999 -4.253 -0.5 0.2 -0.5
C 5.003 -2.977 -2.120 0.3 -0.8 -0.7
C 8.933 -5.150 -4.077 -0.7 0.4 0.6
H -3.068 -1.105 -0.866 -0.1 -0.1 0.1
H -0.366 -3.180 -2.275 -0.3 -0.3 0.1
P -0.912 -0.627 -5.043 0.8 0.2 2.3



2.
9
Properties=species:S:1:pos:R:3:forces:R:3 method="wB97M-V/def2-TZVPD" s2=2.01 e_homo_ev="-8.45 / -9.48" relative_energy_ev=0.059 spin_multiplicity=3
H 0.944 -2.551 -1.614 0.0 -0.2 0.7
H 0.076 1.795 -0.528 0.2 0.8 -0.4
H 0.319 1.786 1.226 0.4 -0.7 -0.8
F -1.217 -0.454 1.653 1.1 0.2 -1.2
S 0.958 -2.998 -0.317 0.1 0.1 -0.7
H 1.548 1.028 0.018 -0.3 -0.4 0.5
P -0.724 -0.158 0.095 -1.4 -0.1 1.4
C 0.502 1.217 0.275 -1.0 0.5 0.5
S -2.407 0.334 -0.806 1.0 -0.1 0.0



3.
76
Properties=species:S:1:pos:R:3:forces:R:3 method="wB97M-V/def2-TZVPD" s2=0.76 e_homo_ev="-7.35 / -7.35" relative_energy_ev=0.532 spin_multiplicity=2
H -4.087 4.440 -0.480 0.0 0.0 0.0
H 0.845 8.116 -0.052 0.0 0.0 0.0
C 2.901 -1.937 -0.071 0.0 -0.1 0.0
C -0.659 -6.085 0.683 0.0 0.0 0.0
H -4.105 -4.934 3.171 0.0 0.0 0.0
C 4.112 7.705 0.722 0.0 0.0 0.0
H 5.028 8.265 0.853 0.0 0.0 0.0
H -3.883 -0.528 0.945 0.0 0.0 0.0
H -1.433 -1.452 -1.841 0.0 0.0 0.0
C -0.866 3.551 0.083 0.0 0.0 0.0
H 2.211 -0.929 -5.142 0.0 0.0 0.0
C -3.922 -1.483 1.443 0.0 -0.1 0.0
C 0.693 -1.514 -2.178 0.0 -0.1 0.0
C -5.216 -3.407 2.164 0.1 0.0 0.0
S 3.008 3.836 0.975 -0.2 -0.1 -0.1
C 4.112 6.326 0.900 0.0 0.0 0.0
C 1.413 -1.055 -4.422 0.0 0.0 0.0
C 3.672 -3.035 -0.449 0.0 0.0 0.0
C 0.485 4.143 0.369 -0.1 -0.1 -0.1
C -1.991 4.362 -0.027 0.0 0.0 0.0
H 2.922 9.422 0.236 0.0 0.0 0.0
H 5.649 -3.858 -0.543 0.0 0.0 0.0
C -4.060 -3.965 2.692 -0.1 0.0 0.0
H -4.170 1.983 -1.015 0.0 0.0 0.0
C 5.039 -3.014 -0.251 0.0 0.0 0.0
C 1.718 -1.356 -3.100 0.0 0.0 -0.1
H -1.953 5.412 0.217 0.1 0.1 0.0
C 1.775 6.241 0.386 -0.1 -0.1 0.0
N 1.411 3.346 0.700 0.2 0.1 0.2
As 1.025 -1.808 -0.298 -0.2 0.3 -0.1
C -0.635 -1.353 -2.571 0.0 0.0 -0.1
C 3.462 -0.811 0.527 0.2 0.0 0.1
C -0.061 -5.309 1.668 0.0 0.0 0.0
H 0.028 -5.685 2.679 0.0 0.0 0.0
H 6.692 -1.855 0.487 0.0 0.0 0.0
S 2.548 0.586 1.062 0.0 0.3 -0.2
H -1.238 -6.203 -1.379 0.0 0.0 0.0
C 2.938 8.349 0.377 0.0 0.0 0.0
C 0.092 -0.915 -4.819 0.0 0.0 0.0
H 5.029 5.816 1.172 0.0 0.0 0.0
H -1.949 -3.703 3.038 -0.1 0.0 0.0
C 0.306 -3.561 0.062 0.0 0.0 0.0
C -0.934 -1.063 -3.894 0.0 0.0 0.0
C 1.770 7.615 0.213 0.0 0.0 0.0
H -0.375 -3.968 -1.940 0.0 0.0 0.0
C 2.953 5.587 0.733 0.1 0.1 0.1
C -2.778 -2.047 1.986 0.0 0.2 0.1
N -0.941 2.223 -0.101 0.0 -0.1 -0.1
H 0.851 -3.425 2.141 0.0 -0.1 -0.1
O -0.552 -1.593 2.670 0.0 0.2 0.1
H -6.171 -3.906 2.220 0.0 0.0 0.0
H -2.124 0.656 -0.676 -0.1 0.0 0.0
O -6.210 -0.492 0.398 0.0 -0.1 0.0
H 3.196 -3.901 -0.895 0.0 0.0 0.0
N 0.587 5.509 0.206 0.1 0.0 0.1
C -5.114 -2.171 1.552 -0.2 0.1 -0.1
C -1.458 -1.316 1.896 0.1 -0.3 -0.3
Cu 0.377 0.369 0.559 0.0 -0.4 0.4
H -1.036 -7.070 0.926 0.0 0.0 0.0
C -2.853 -3.284 2.614 0.1 0.0 0.1
C -3.207 3.815 -0.404 0.0 0.1 0.0
H 5.323 0.065 1.159 0.0 0.0 0.0
N -6.331 -1.556 0.978 0.0 0.1 0.2
H -0.142 -0.685 -5.851 0.0 0.0 0.0
C -0.774 -5.599 -0.610 0.0 0.0 0.0
C 0.416 -4.043 1.363 0.1 -0.1 0.1
C 4.855 -0.801 0.709 0.0 0.0 0.0
C -3.262 2.469 -0.687 0.0 -0.2 0.0
O -1.389 -0.489 0.909 -0.1 0.3 0.2
H 2.751 -1.463 -2.790 0.0 0.0 0.0
H -1.966 -0.947 -4.200 0.0 0.0 0.0
C -0.289 -4.336 -0.926 0.0 0.0 0.0
C -2.109 1.719 -0.506 0.1 0.1 -0.1
O -7.388 -2.131 1.142 0.0 -0.1 -0.1
H -0.184 6.002 -0.196 -0.1 0.0 -0.1
C 5.620 -1.885 0.329 0.0 0.0 0.0



4.
61
Properties=species:S:1:pos:R:3:forces:R:3 method="wB97M-V/def2-TZVPD" total_charge=+1 e_homo_ev="-11.87 / -11.81"
C -0.966 3.423 -1.273 0.0 0.0 0.0
H -5.019 -0.865 -1.971 0.0 0.0 0.0
C 2.627 0.183 2.691 0.0 0.0 0.0
O -1.240 -0.655 1.280 0.1 -0.1 0.2
H -1.800 1.897 2.130 0.0 0.0 0.0
H -1.708 -3.011 -0.954 0.0 0.0 0.0
H -3.377 -2.778 -1.535 0.0 0.0 0.0
C -5.790 1.010 -1.289 0.0 0.0 0.0
O 3.935 -2.174 5.720 -0.1 0.1 0.1
O 3.289 2.375 2.619 0.0 -0.1 -0.1
H 0.545 -2.762 3.996 0.0 0.0 0.0
H -1.646 4.258 -1.098 0.0 0.0 0.0
H 2.888 1.207 -3.837 0.0 0.0 0.0
H -1.009 3.147 -2.326 0.0 0.0 0.0
C -1.420 2.660 1.451 0.0 0.0 0.0
H -3.967 3.530 0.044 0.0 0.0 0.0
S 0.852 0.668 -2.164 0.2 -0.1 -0.1
O 0.696 -1.781 -0.422 0.1 0.1 0.1
C 1.405 -0.075 2.028 0.0 0.0 0.0
H -6.813 0.761 -1.536 0.0 0.0 0.0
O 4.135 1.005 1.176 0.0 0.0 0.0
C 4.970 -1.080 -2.483 -0.1 0.0 0.0
N 3.421 1.281 2.115 0.1 0.1 0.1
O 2.141 -3.372 5.659 -0.1 0.1 0.1
C 4.532 -0.064 -3.329 0.0 0.0 0.0
H -1.207 -1.649 -3.548 0.0 0.0 0.0
H -1.739 0.032 -3.782 0.0 0.0 0.0
O 2.555 -2.577 0.505 0.0 0.2 0.2
H -2.939 -1.280 -3.723 0.0 0.0 0.0
C 3.108 -0.555 3.727 0.0 0.0 0.0
C 1.997 -1.865 -0.299 -0.1 -0.4 -0.4
H -2.919 -2.286 0.118 0.0 0.0 0.0
C -3.161 1.653 -0.641 0.0 0.0 0.0
O -1.203 -2.465 2.414 0.0 0.1 0.1
H -0.389 2.891 1.725 0.0 0.0 0.0
N -0.640 -1.473 2.065 -0.1 0.0 -0.2
H -6.285 2.955 -0.531 0.0 0.0 0.0
O 1.121 0.641 0.996 -0.1 0.1 0.0
C 4.126 -1.615 -1.516 0.0 0.0 0.0
C -5.492 2.245 -0.724 0.0 0.0 0.0
H 5.191 0.350 -4.079 0.0 0.0 0.0
H 4.463 -2.402 -0.855 0.0 0.0 0.0
C 2.390 -0.114 -2.206 -0.1 0.1 -0.1
C -4.778 0.096 -1.534 0.0 0.0 0.0
P -1.426 2.011 -0.235 -0.1 0.0 0.0
P -2.098 -0.734 -1.524 0.1 0.1 -0.1
C 1.124 -1.930 3.623 0.0 0.0 0.0
C -2.584 -2.361 -0.914 0.0 0.0 0.0
H 4.065 -0.346 4.184 0.0 0.0 0.0
Ru -0.216 0.056 -0.433 0.0 -0.1 0.2
C 0.646 -1.142 2.572 0.0 0.0 0.0
C 2.831 -1.155 -1.353 0.0 0.2 0.1
C 3.248 0.413 -3.196 0.0 -0.1 0.1
H -2.026 3.561 1.535 0.0 0.0 0.0
C 2.330 -1.626 4.181 -0.1 0.1 0.1
H 5.978 -1.460 -2.578 0.0 0.0 0.0
C -4.184 2.566 -0.401 0.0 0.0 0.0
N 2.833 -2.447 5.293 0.2 -0.3 -0.3
C -1.990 -0.924 -3.322 0.0 0.0 0.0
C -3.461 0.415 -1.210 0.0 0.0 0.0
H 0.050 3.733 -1.028 0.0 0.0 0.0



| no. | strongest force on any atom (hartree/bohr) |
| --- | --- |
| 1 | 0.102 |
| 2 | 0.039 |
| 3 | 0.011 |
| 4 | 0.012 |